[1]
Formula: C48H40CdCl2N7O4PS
Source: the Open Molecules 2025 dataset
Level of theory: the ωB97M-V functional and the def2-TZVPD basis

CARTESIAN COORDINATES (ANGSTROEM)
Cd: -0.3550 -0.1180 2.2629
Cl: 4.7113 3.6645 5.1408
C: 3.5917 2.3705 4.8511
C: 2.4368 2.6443 4.1329
C: 1.5271 1.6329 3.8372
N: 0.4058 1.7977 3.0161
C: -0.1245 2.9600 2.6731
O: 0.1678 4.1045 3.0265
C: -1.2652 2.8173 1.6567
C: -1.7354 3.9789 1.0539
C: -2.7710 3.8985 0.1451
C: -3.3429 2.6590 -0.1113
C: -2.8256 1.5514 0.5320
N: -1.7909 1.6165 1.3748
C: 1.7741 0.3253 4.3302
C: 2.9143 0.0834 5.0761
C: 3.8343 1.0913 5.3211
Cl: 5.2838 0.7033 6.1912
N: 0.8504 -0.6927 4.0033
C: 0.3693 -1.4856 4.9617
O: 0.7758 -1.6584 6.1072
C: -0.8924 -2.2454 4.5465
C: -1.3554 -3.2481 5.3868
C: -2.5193 -3.9176 5.0589
C: -3.1964 -3.5576 3.9041
C: -2.6723 -2.5459 3.1225
N: -1.5444 -1.9016 3.4282
H: 2.2336 3.6531 3.8082
H: -1.2647 4.9114 1.3275
H: -3.1434 4.7886 -0.3459
H: -4.1787 2.5491 -0.7894
H: -3.2391 0.5628 0.3684
H: 3.0959 -0.9085 5.4621
H: -0.7855 -3.4601 6.2795
H: -2.9016 -4.7018 5.6993
H: -4.1138 -4.0469 3.6090
H: -3.1795 -2.2321 2.2210
O: 0.9234 -3.1014 2.0995
N: 1.3999 -2.2241 1.1399
C: 1.3275 -2.7024 -0.0335
C: 1.8007 -1.9565 -1.2118
C: 2.0011 -2.7071 -2.3729
C: 2.5871 -2.1503 -3.4967
C: 3.0147 -0.8298 -3.4535
C: 2.7917 -0.0720 -2.3132
C: 2.1461 -0.5991 -1.1965
P: 1.7673 0.4602 0.2660
C: 3.4347 0.5299 1.0540
C: 3.7353 -0.3464 2.0921
C: 4.9934 -0.3431 2.6779
C: 5.9657 0.5410 2.2397
C: 5.6755 1.4203 1.2044
C: 4.4213 1.4136 0.6153
C: 1.6036 2.1486 -0.4142
C: 1.0509 2.4284 -1.6606
C: 0.7962 3.7361 -2.0488
C: 1.0876 4.7878 -1.1911
C: 1.6338 4.5219 0.0562
C: 1.8893 3.2146 0.4393
H: 1.0161 -2.5936 2.9212
H: 0.9640 -3.7203 -0.1798
H: 1.6988 -3.7475 -2.3855
H: 2.7325 -2.7495 -4.3857
H: 3.5206 -0.3877 -4.3019
H: 3.1222 0.9592 -2.2971
H: 2.9748 -1.0174 2.4639
H: 5.2017 -1.0160 3.4998
H: 6.9374 0.5613 2.7157
H: 6.4226 2.1236 0.8599
H: 4.2152 2.1156 -0.1830
H: 0.8260 1.6234 -2.3467
H: 0.3755 3.9309 -3.0278
H: 0.8862 5.8080 -1.4918
H: 1.8466 5.3242 0.7495
H: 2.3226 3.0267 1.4144
C: -3.3102 1.2594 -4.2875
C: -1.8476 1.3273 -3.8628
C: -1.2772 -0.0317 -3.4838
N: -1.9212 -0.4877 -2.2470
C: -1.7935 -1.6689 -1.6452
S: -2.0275 -1.8951 0.0002
N: -1.4439 -2.7681 -2.4028
C: -1.8170 -3.2351 -3.6705
O: -1.1198 -4.0623 -4.2062
C: -3.1442 -2.8352 -4.2211
C: -3.2973 -2.7750 -5.6026
C: -4.5407 -2.5003 -6.1456
C: -5.6374 -2.3178 -5.3111
C: -5.4899 -2.4057 -3.9345
C: -4.2411 -2.6566 -3.3850
H: -3.7131 2.2574 -4.4596
H: -3.9224 0.7777 -3.5233
H: -3.4239 0.6834 -5.2073
H: -1.7338 2.0139 -3.0196
H: -1.2380 1.7310 -4.6744
H: -0.1943 0.0067 -3.3302
H: -1.4731 -0.7335 -4.2899
H: -2.1735 0.2526 -1.6032
H: -0.9185 -3.4561 -1.8814
H: -2.4379 -2.9524 -6.2362
H: -4.6601 -2.4444 -7.2194
H: -6.6114 -2.1154 -5.7371
H: -6.3482 -2.2837 -3.2872
H: -4.1275 -2.7397 -2.3110

Forces on atoms 1 to 3 (eV/Å):
-0.4416 -0.1738 -0.7084
-0.0085 -0.0388 -0.0079
0.0126 0.0156 -0.0047

For the LUMO energy, the calculation gives -0.511 eV. For the largest force on an atom, the calculation gives 0.0166 Eh/bohr. As for the charge: 0. The value obtained for the HOMO energy is -7.15 eV. As for the relative energy (zero: lowest compared OMol25 entry of this formula, charge and spin): 0.0 kJ/mol. The total energy comes out at -4365.1426 a.u.

***

[2]
Formula: C48H40ClMoN2O9P2
Source: the Open Molecules 2025 dataset
Level of theory: the ωB97M-V functional and the def2-TZVPD basis

CARTESIAN COORDINATES (ANGSTROEM)
Mo: -0.0622 -0.3478 1.4117
O: -1.5752 -2.2041 4.9160
C: -0.9077 -1.5488 3.9932
O: -1.4197 -0.7859 3.1771
C: 0.5762 -1.7142 4.0202
C: 1.3054 -2.2799 5.0381
C: 2.6984 -2.1469 4.9918
C: 3.2802 -1.4177 3.9706
C: 2.4638 -0.8981 2.9743
N: 1.1556 -1.0945 2.9798
C: 2.9167 -0.0370 1.8182
O: 4.0805 0.2328 1.6585
O: 1.9080 0.3658 1.0956
H: -2.5269 -2.0278 4.8072
H: 0.8003 -2.7802 5.8512
H: 3.3097 -2.5812 5.7708
H: 4.3430 -1.2285 3.9149
C: 0.2760 6.1786 3.6260
O: -1.0491 5.9638 3.1464
C: -1.3708 4.7540 2.6746
C: -2.6851 4.6497 2.1562
C: -3.1009 3.4647 1.6422
C: -2.2458 2.3288 1.5948
C: -2.6250 1.1501 0.9142
C: -4.0146 0.7994 0.5189
O: -1.7561 0.2813 0.5815
C: -0.9409 2.4446 2.1550
O: -0.1063 1.4353 2.2533
C: -0.5160 3.6664 2.6854
H: 0.3345 7.2329 3.8748
H: 1.0086 5.9394 2.8543
H: 0.4633 5.5785 4.5175
H: -3.3205 5.5225 2.1727
H: -4.0941 3.4015 1.2233
H: -4.7480 1.5617 0.7512
H: -4.2565 -0.1285 1.0456
H: -4.0335 0.5669 -0.5451
H: 0.4790 3.7137 3.0972
C: 2.6878 1.2096 -1.6565
N: 1.2522 0.7918 -1.6874
P: 0.2710 2.1691 -1.1046
C: 1.0678 3.5034 -2.0714
C: 1.1500 3.4654 -3.4637
C: 1.7668 4.4940 -4.1523
C: 2.2966 5.5780 -3.4569
C: 2.2110 5.6267 -2.0759
C: 1.6019 4.5847 -1.3845
C: -1.3355 2.1956 -2.0198
C: -2.0295 1.1266 -2.5698
C: -3.2633 1.3153 -3.1845
C: -3.8464 2.5705 -3.2189
C: -3.1879 3.6412 -2.6265
C: -1.9483 3.4545 -2.0390
P: 0.9084 -0.7299 -0.9995
C: 0.1163 -1.6912 -2.3432
C: 0.2035 -1.2554 -3.6628
C: -0.2677 -2.0563 -4.6927
C: -0.8291 -3.2940 -4.4150
C: -0.9109 -3.7361 -3.1016
C: -0.4329 -2.9416 -2.0718
C: 2.4233 -1.7401 -0.9001
C: 3.3287 -1.8127 -1.9573
C: 4.4123 -2.6712 -1.8874
C: 4.5928 -3.4849 -0.7753
C: 3.6726 -3.4478 0.2602
C: 2.5948 -2.5757 0.1954
H: 3.0663 1.3146 -2.6736
H: 3.3029 0.5123 -1.0970
H: 2.7946 2.1715 -1.1571
H: 0.7188 2.6307 -4.0046
H: 1.8298 4.4608 -5.2318
H: 2.7740 6.3842 -3.9974
H: 2.6206 6.4688 -1.5348
H: 1.5428 4.6128 -0.3023
H: -1.6277 0.1284 -2.5415
H: -3.7676 0.4672 -3.6310
H: -4.8046 2.7161 -3.6990
H: -3.6309 4.6282 -2.6395
H: -1.4414 4.3094 -1.6054
H: 0.6236 -0.2811 -3.8758
H: -0.1991 -1.7092 -5.7150
H: -1.1955 -3.9156 -5.2209
H: -1.3409 -4.7032 -2.8768
H: -0.4713 -3.3085 -1.0579
H: 3.1798 -1.2162 -2.8479
H: 5.1124 -2.7150 -2.7104
H: 5.4450 -4.1484 -0.7227
H: 3.7918 -4.0966 1.1182
H: 1.8625 -2.5650 0.9930
Cl: -1.4661 -8.8968 0.8351
C: -1.5409 -7.1699 0.9419
C: -2.7708 -6.5346 0.8592
C: -2.8246 -5.1545 0.9485
C: -1.6598 -4.4099 1.1089
C: -0.4364 -5.0668 1.1885
C: -0.3694 -6.4481 1.1078
C: -1.7851 -2.9149 1.2082
O: -2.8568 -2.3734 1.3462
O: -0.6338 -2.2616 1.1332
H: -3.6699 -7.1196 0.7272
H: -3.7710 -4.6348 0.8883
H: 0.4706 -4.4964 1.3055
H: 0.5775 -6.9661 1.1665

Forces on atoms 1 to 3 (eV/Å):
0.7893 0.4063 -0.8245
-0.0019 0.1711 -0.2593
0.0865 0.1761 -0.1389

For the LUMO energy (alpha / beta), the calculation gives -3.625 / -3.975 eV. For the largest force on an atom, the calculation gives 0.0236 Eh/bohr. As for the charge: +1. As for the spin multiplicity: 3. The value obtained for the HOMO energy (alpha / beta) is -10.23 / -10.29 eV. As for the relative energy (zero: lowest compared OMol25 entry of this formula, charge and spin): 141.6 kJ/mol. The total energy comes out at -3850.8753 a.u.

***

[3]
Formula: C48H41IN4NaO4PS2
Source: the Open Molecules 2025 dataset
Level of theory: the ωB97M-V functional and the def2-TZVPD basis

CARTESIAN COORDINATES (ANGSTROEM)
Na: -0.8727 -1.4423 -0.4693
C: 3.1177 -4.4440 -1.6604
C: 2.3457 -3.1376 -1.6501
N: 1.9702 -2.5879 -0.5564
N: 2.3227 -3.0510 0.6430
C: 1.8771 -4.0754 1.2585
S: 0.6668 -5.1904 0.9183
S: 2.7183 -4.3398 2.8463
C: 4.4253 -3.7857 2.4469
C: 4.6034 -2.3099 2.5735
C: 4.3231 -1.6719 3.7768
C: 4.4599 -0.3028 3.8964
C: 4.8797 0.4522 2.8133
C: 5.1689 -0.1728 1.6133
C: 5.0326 -1.5443 1.4965
C: 2.0744 -2.4904 -2.9300
C: 2.9987 -2.5977 -3.9613
C: 2.7834 -2.0570 -5.2157
C: 1.5802 -1.4086 -5.4693
C: 0.6469 -1.2762 -4.4755
C: 0.8525 -1.7662 -3.1534
O: -0.0143 -1.5669 -2.2506
H: 2.6096 -5.1625 -1.0173
H: 4.1294 -4.2944 -1.2708
H: 3.1808 -4.8662 -2.6603
H: 4.6332 -4.1209 1.4310
H: 5.0538 -4.3328 3.1542
H: 3.9581 -2.2653 4.6019
H: 4.2230 0.1754 4.8364
H: 4.9803 1.5258 2.8969
H: 5.4921 0.4124 0.7614
H: 5.2366 -2.0238 0.5494
H: 3.9447 -3.0894 -3.7651
H: 3.5365 -2.1467 -5.9902
H: 1.3817 -1.0124 -6.4627
H: -0.2871 -0.7542 -4.6626
C: -3.8594 -3.1423 -1.5164
C: -4.6483 -2.3839 -0.5022
N: -5.9481 -2.3931 -0.5852
C: -6.6634 -1.7538 0.3563
C: -6.1103 -1.0798 1.4154
C: -7.0241 -0.4711 2.4467
O: -7.0994 -1.2381 3.6427
C: -4.6989 -0.9894 1.5108
C: -4.0616 -0.2807 2.5620
N: -2.8134 0.0178 2.5385
C: -2.1788 0.7659 3.4667
C: -2.7712 1.8558 4.1282
C: -2.0528 2.6320 5.0148
C: -0.7131 2.3604 5.2512
C: -0.1028 1.3035 4.5925
C: -0.8184 0.5187 3.7137
I: 0.1446 -1.0823 2.7310
C: -3.8953 -1.6650 0.5144
O: -2.6498 -1.6909 0.5053
H: -4.5221 -3.5796 -2.2607
H: -3.3047 -3.9256 -0.9991
H: -3.1185 -2.4894 -1.9793
H: -7.7398 -1.8085 0.2318
H: -8.0467 -0.4385 2.0576
H: -6.7248 0.5597 2.6933
H: -6.2139 -1.5740 3.8277
H: -4.6666 -0.0323 3.4535
H: -3.8090 2.0829 3.9204
H: -2.5401 3.4582 5.5207
H: -0.1389 2.9809 5.9258
H: 0.9427 1.0864 4.7583
O: -1.2432 0.5295 -0.8735
P: -0.3849 1.6378 -1.2915
C: 1.1380 1.3164 -2.2245
C: 1.4308 2.0231 -3.3845
C: 2.6463 1.8373 -4.0158
C: 3.5663 0.9423 -3.4973
C: 3.2731 0.2343 -2.3433
C: 2.0639 0.4272 -1.6995
C: 0.1751 2.6165 0.1396
C: 1.4518 3.1319 0.3082
C: 1.7462 3.8825 1.4336
C: 0.7637 4.1339 2.3760
C: -0.5166 3.6324 2.2016
C: -0.8044 2.8644 1.0913
C: -1.3112 2.8469 -2.2900
C: -2.4169 2.3729 -2.9865
C: -3.1830 3.2369 -3.7456
C: -2.8571 4.5861 -3.8066
C: -1.7549 5.0611 -3.1074
C: -0.9812 4.1981 -2.3562
H: 0.7110 2.7184 -3.7955
H: 2.8757 2.3881 -4.9189
H: 4.5137 0.8023 -3.9984
H: 3.9848 -0.4724 -1.9447
H: 1.8201 -0.1397 -0.8140
H: 2.2080 2.9301 -0.4368
H: 2.7453 4.2702 1.5840
H: 0.9859 4.7288 3.2514
H: -1.2746 3.8306 2.9439
H: -1.7844 2.4361 0.9405
H: -2.6512 1.3194 -2.9118
H: -4.0376 2.8614 -4.2921
H: -3.4629 5.2617 -4.3981
H: -1.5044 6.1127 -3.1523
H: -0.1173 4.5585 -1.8144

Forces on atoms 1 to 3 (eV/Å):
0.4100 -1.0218 0.8723
-0.0491 0.1180 0.1886
0.3972 -0.5673 0.5667

For the LUMO energy, the calculation gives 3.630 eV. For the largest force on an atom, the calculation gives 0.0351 Eh/bohr. As for the charge: -2. The value obtained for the HOMO energy is -1.76 eV. The total energy comes out at -3971.5715 a.u.

***

[4]
Formula: C48H42InO14
Source: the Open Molecules 2025 dataset
Level of theory: the ωB97M-V functional and the def2-TZVPD basis

CARTESIAN COORDINATES (ANGSTROEM)
C: -1.9390 1.4263 1.9324
C: -1.5919 1.0874 0.5071
O: -1.1020 1.8912 -0.2532
O: -1.7731 -0.1796 0.0953
C: -2.9534 -0.8905 0.4929
C: -2.7002 -2.3908 0.4399
C: -2.2146 -2.9502 1.7781
In: -0.0261 -2.5739 2.2407
C: 1.0580 -3.6968 0.6345
C: 2.5399 -3.5881 0.6962
C: 3.2884 -3.0751 -0.3716
C: 4.6765 -2.9897 -0.3231
C: 5.3688 -3.4279 0.8005
C: 4.6466 -3.9295 1.8805
C: 3.2606 -4.0060 1.8283
H: -3.0224 1.4767 2.0554
H: -1.5619 0.6519 2.6039
H: -1.4868 2.3848 2.1712
H: -3.7678 -0.6024 -0.1819
H: -3.2549 -0.6278 1.5085
H: -3.6342 -2.8639 0.1052
H: -1.9461 -2.5427 -0.3399
H: -2.8721 -2.6238 2.5895
H: -2.2642 -4.0432 1.7239
H: 0.3100 -3.2788 3.8454
H: 0.3374 -0.8396 2.2576
H: 0.7657 -4.7446 0.7522
H: 0.6906 -3.3435 -0.3328
H: 2.7668 -2.7350 -1.2610
H: 5.2115 -2.5889 -1.1770
H: 6.4504 -3.3746 0.8452
H: 5.1674 -4.2755 2.7664
H: 2.7086 -4.3882 2.6811
C: -0.1446 7.7436 1.1519
C: 0.0026 6.7865 2.0619
C: -0.1335 5.3490 1.6975
O: -0.0050 4.4910 2.5421
C: -0.4394 5.0211 0.2811
C: -0.5886 5.9870 -0.6267
C: -0.4493 7.4123 -0.2610
O: -0.5712 8.3033 -1.0852
H: -0.0493 8.7961 1.3887
H: 0.2250 6.9967 3.1006
H: -0.5359 3.9694 0.0249
H: -0.8100 5.7741 -1.6634
C: 7.3019 -6.0619 6.2966
C: 7.5503 -7.2745 6.7828
C: 7.4306 -8.4860 5.9322
O: 7.6590 -9.5905 6.3788
C: 7.0215 -8.2936 4.5190
C: 6.7732 -7.0817 4.0300
C: 6.8978 -5.8695 4.8800
O: 6.6747 -4.7688 4.4305
H: 7.3799 -5.1636 6.8956
H: 7.8476 -7.4418 7.8102
H: 6.9376 -9.1920 3.9210
H: 6.4690 -6.9129 3.0043
C: -1.9185 -3.5938 -4.8461
C: -1.4802 -3.9656 -3.6464
C: -2.3610 -4.6930 -2.6962
O: -1.9609 -5.0273 -1.6062
C: -3.7512 -4.9827 -3.1353
C: -4.1868 -4.6106 -4.3353
C: -3.3037 -3.8892 -5.2865
O: -3.7037 -3.5561 -6.3828
H: -1.2969 -3.0614 -5.5546
H: -0.4759 -3.7594 -3.2980
H: -4.3752 -5.5074 -2.4229
H: -5.1941 -4.8097 -4.6786
C: 0.7739 7.5857 -4.2603
C: 1.5750 8.3904 -4.9529
C: 2.6614 7.8497 -5.8063
O: 3.3931 8.5828 -6.4375
C: 2.8227 6.3740 -5.8579
C: 2.0234 5.5671 -5.1661
C: 0.9347 6.1114 -4.3155
O: 0.2034 5.3766 -3.6884
H: -0.0215 7.9526 -3.6243
H: 1.4780 9.4684 -4.9302
H: 3.6228 6.0040 -6.4862
H: 2.1200 4.4890 -5.1853
C: -3.7296 11.1964 -5.0252
C: -4.0186 12.2443 -4.2593
C: -3.4713 12.3685 -2.8832
O: -3.7379 13.3263 -2.1891
C: -2.5906 11.2784 -2.3963
C: -2.3020 10.2288 -3.1610
C: -2.8458 10.1064 -4.5362
O: -2.5760 9.1566 -5.2392
H: -4.1146 11.0837 -6.0308
H: -4.6582 13.0520 -4.5921
H: -2.2029 11.3863 -1.3914
H: -1.6671 9.4223 -2.8150
C: -3.7900 -6.9063 5.0128
C: -4.4326 -8.0418 4.7544
C: -4.2974 -8.7235 3.4424
O: -4.8891 -9.7593 3.2118
C: -3.4184 -8.0925 2.4298
C: -2.7732 -6.9567 2.6840
C: -2.9057 -6.2717 3.9982
O: -2.3185 -5.2419 4.2213
H: -3.8728 -6.3895 5.9607
H: -5.0806 -8.5236 5.4759
H: -3.3378 -8.6084 1.4813
H: -2.1283 -6.4714 1.9613

Forces on atoms 1 to 3 (eV/Å):
-0.1183 -0.1222 0.0190
0.2249 -0.0236 -0.0504
0.0130 -0.1450 0.0923

For the LUMO energy, the calculation gives -0.357 eV. For the largest force on an atom, the calculation gives 0.0118 Eh/bohr. As for the charge: -1. The value obtained for the HOMO energy is -4.37 eV. The total energy comes out at -3097.5450 a.u.